A cluster of 4 separate species, C22H55N6O6 in total. Source: the OMol25 dataset; level of theory: ωB97M-V/def2-TZVPD.

Properties
- frontier orbital gap (eV) = 5.117
- total charge = +1
- highest occupied orbital energy (eV) = -10.15
- total energy (eV) = -44914.0807

Atoms and positions in Å:
C  -3.305  0.766  2.520
C  -2.225  0.507  1.529
C  -0.766  1.250  1.450
N  -0.586  2.420  2.391
C  -0.579  2.366  3.770
N  0.380  1.573  4.630
N  -1.691  3.179  4.465
H  -4.057  1.671  2.503
H  -3.438  -0.055  3.375
H  -2.457  -0.322  0.705
H  -0.679  1.698  0.347
H  0.162  0.510  1.554
H  -0.391  3.377  1.970
H  0.756  0.815  3.993
H  -0.207  1.113  5.378
H  -2.204  2.555  5.155
H  -2.438  3.384  3.736
C  -2.173  8.962  1.811
O  -2.465  7.588  1.590
C  -2.274  6.776  2.755
C  -3.626  6.279  3.295
N  -4.399  7.373  3.894
C  -5.790  7.029  4.178
C  -6.691  6.650  2.982
O  -6.964  7.734  2.093
C  -5.956  7.968  1.120
H  -2.174  9.469  0.843
H  -2.938  9.426  2.438
H  -1.187  9.088  2.268
H  -1.694  7.290  3.531
H  -1.692  5.905  2.433
H  -3.448  5.506  4.055
H  -4.166  5.822  2.462
H  -4.388  8.168  3.260
H  -6.235  7.904  4.666
H  -5.813  6.216  4.914
H  -7.665  6.354  3.392
H  -6.324  5.776  2.434
H  -5.457  7.047  0.804
H  -5.229  8.687  1.503
H  -6.425  8.422  0.244
C  -1.598  -4.588  -4.870
O  -0.995  -4.811  -3.603
C  0.420  -4.582  -3.604
C  0.764  -3.322  -2.790
N  0.327  -2.103  -3.479
C  0.376  -0.902  -2.647
C  -0.517  -0.868  -1.389
O  -1.917  -0.820  -1.670
C  -2.512  -2.084  -1.925
H  -2.629  -4.950  -4.824
H  -1.625  -3.521  -5.106
H  -1.074  -5.133  -5.661
H  0.833  -4.532  -4.618
H  0.874  -5.446  -3.106
H  1.851  -3.279  -2.636
H  0.284  -3.419  -1.813
H  -0.630  -2.232  -3.800
H  0.080  -0.065  -3.290
H  1.417  -0.716  -2.353
H  -0.292  0.066  -0.858
H  -0.287  -1.672  -0.682
H  -2.045  -2.890  -1.351
H  -2.476  -2.303  -2.994
H  -3.566  -2.029  -1.644
C  8.203  -4.184  -2.551
O  7.910  -5.557  -2.772
C  8.102  -6.369  -1.607
C  6.750  -6.866  -1.067
N  5.976  -5.773  -0.468
C  4.585  -6.117  -0.184
C  3.685  -6.495  -1.380
O  3.412  -5.411  -2.269
C  4.420  -5.177  -3.242
H  8.201  -3.676  -3.519
H  7.437  -3.720  -1.924
H  9.188  -4.057  -2.094
H  8.681  -5.855  -0.832
H  8.684  -7.240  -1.929
H  6.927  -7.639  -0.307
H  6.210  -7.324  -1.900
H  5.987  -4.977  -1.102
H  4.141  -5.241  0.304
H  4.562  -6.930  0.552
H  2.711  -6.791  -0.970
H  4.052  -7.369  -1.928
H  4.919  -6.098  -3.558
H  5.146  -4.458  -2.859
H  3.950  -4.723  -4.118

***

A structure of composition C22H57InNO18S5. Source: the OMol25 dataset; level of theory: ωB97M-V/def2-TZVPD.

Properties
- frontier orbital gap (eV) = 6.326
- total charge = -1
- highest occupied orbital energy (eV) = -4.77
- total energy (eV) = -121428.5476

Atoms and positions in Å:
C  2.493  -8.172  -1.036
C  2.104  -7.414  -2.345
C  3.026  -6.197  -2.699
In  3.725  -4.986  -0.939
C  2.255  -4.839  0.754
C  1.100  -3.800  0.502
C  0.394  -4.002  -0.885
C  0.574  -2.739  -1.783
O  0.685  -3.110  -3.169
O  4.086  -3.003  -1.709
N  5.155  -2.410  -1.163
O  6.134  -3.115  -1.267
H  1.704  -8.118  -0.262
H  2.587  -9.253  -1.277
H  3.471  -7.869  -0.627
H  2.210  -8.147  -3.175
H  1.040  -7.109  -2.375
H  3.869  -6.531  -3.338
H  2.426  -5.507  -3.338
H  5.278  -5.665  -0.302
H  1.866  -5.816  1.102
H  2.823  -4.424  1.619
H  0.373  -3.781  1.341
H  1.581  -2.799  0.523
H  0.738  -4.935  -1.367
H  -0.698  -4.091  -0.670
H  1.496  -2.187  -1.534
H  -0.309  -2.076  -1.690
H  0.314  -3.985  -3.256
O  -3.722  -3.604  -2.033
S  -4.254  -3.000  -0.844
O  -3.576  -3.095  0.417
O  -5.779  -3.489  -0.651
C  -6.029  -4.898  -0.598
C  -5.594  -5.511  0.722
C  -4.599  -1.299  -1.166
H  -5.551  -5.401  -1.442
H  -7.106  -5.024  -0.716
H  -4.513  -5.462  0.843
H  -5.890  -6.560  0.773
H  -6.040  -4.973  1.559
H  -5.144  -1.220  -2.103
H  -3.644  -0.782  -1.238
H  -5.179  -0.892  -0.340
O  6.103  3.088  1.280
S  4.960  3.514  0.520
O  3.624  3.316  1.004
O  5.075  2.925  -0.969
C  5.220  1.499  -1.134
C  3.929  0.746  -0.877
C  5.152  5.219  0.095
H  6.025  1.124  -0.498
H  5.526  1.341  -2.168
H  3.625  0.824  0.167
H  4.052  -0.311  -1.111
H  3.118  1.155  -1.482
H  6.152  5.374  -0.303
H  5.014  5.798  1.006
H  4.392  5.485  -0.635
O  -5.994  1.726  0.194
S  -6.350  2.676  1.211
O  -6.182  2.380  2.605
O  -7.868  3.154  0.960
C  -8.888  2.150  0.891
C  -9.225  1.576  2.257
C  -5.566  4.219  0.864
H  -8.597  1.360  0.194
H  -9.772  2.636  0.478
H  -8.383  1.024  2.673
H  -10.072  0.892  2.187
H  -9.468  2.375  2.958
H  -5.718  4.468  -0.184
H  -4.505  4.100  1.072
H  -5.989  4.982  1.513
O  -5.769  5.827  -4.140
S  -4.396  5.669  -3.747
O  -4.011  5.660  -2.364
O  -3.504  6.757  -4.530
C  -3.858  8.139  -4.402
C  -3.478  8.708  -3.046
C  -3.730  4.230  -4.525
H  -4.923  8.279  -4.603
H  -3.311  8.670  -5.181
H  -4.056  8.246  -2.246
H  -3.665  9.783  -3.016
H  -2.425  8.523  -2.835
H  -3.988  4.246  -5.581
H  -4.175  3.364  -4.039
H  -2.652  4.223  -4.385
O  6.699  1.561  7.606
S  7.815  1.177  6.786
O  8.962  2.027  6.638
O  7.274  0.766  5.330
C  6.484  1.719  4.599
C  7.320  2.851  4.031
C  8.366  -0.430  7.271
H  5.677  2.104  5.226
H  6.023  1.171  3.778
H  7.747  3.465  4.825
H  6.714  3.493  3.401
H  8.150  2.457  3.444
H  7.506  -1.090  7.353
H  8.857  -0.326  8.237
H  9.073  -0.796  6.531